(1)
The following is a quantum chemistry calculation of a structure of composition C26H35B2ClF6N8O7W, from OMol25.

Output
Charge = +1
F_max = 0.3 eV/Å
Energy relative to the best compared isomer or geometry (same formula, charge and spin) = 5.467 eV
HOMO-LUMO gap (spin up / spin down) = 7.4 / 7.4 eV
E_LUMO (spin up / spin down) = -4.3950 / -4.4357 eV
Total energy = -3152.48882 Ha
2S+1 = 2

Structure (XYZ):
```
86
Properties=species:S:1:pos:R:3:lowdin_charge:R:1
W -0.27380 0.51211 0.71378 1.902
C -1.63233 0.28783 4.14432 -0.020
C -1.59969 -0.95940 3.33263 -0.305
C -1.96481 -2.22740 3.76847 0.016
C -1.79556 -3.05952 2.68104 -0.013
N -1.34505 -2.33130 1.65811 0.042
N -1.22683 -1.02514 2.03728 -0.017
B -1.21758 -2.62855 0.15669 -0.664
N -2.15537 -1.63042 -0.55962 0.039
C -3.34625 -1.87056 -1.11105 -0.026
C -3.86032 -0.68537 -1.58233 0.020
C -2.91657 0.28638 -1.26567 -0.283
C -3.03712 1.71419 -1.66304 -0.006
N -1.87538 -0.29260 -0.62634 -0.033
N 0.21826 -2.29251 -0.32235 0.050
C 1.06104 -3.10756 -0.95673 -0.002
C 2.09418 -2.35740 -1.47887 0.028
C 1.81509 -1.04215 -1.13265 -0.290
C 2.59208 0.16040 -1.52473 -0.014
N 0.67430 -1.01416 -0.41064 -0.056
N -1.52879 -4.04897 -0.21871 -0.017
C -1.76068 -4.54720 -1.46537 -0.089
C -1.59888 -5.90251 -1.41319 -0.007
C -1.23335 -6.17339 -0.07244 -0.340
C -0.91861 -7.49356 0.54952 -0.026
N -1.17795 -5.05752 0.62986 0.119
H -1.43977 0.04582 5.18843 0.102
H -2.61554 0.75433 4.08686 0.093
H -0.89423 1.01719 3.82782 0.035
H -2.29933 -2.49802 4.75453 0.119
H -1.93912 -4.11838 2.55754 0.117
H -3.75188 -2.86762 -1.12510 0.133
H -4.79355 -0.52887 -2.09375 0.121
H -4.09265 1.95733 -1.77401 0.103
H -2.54633 1.85787 -2.62244 0.085
H -2.59752 2.40740 -0.95417 0.046
H 0.86493 -4.16641 -1.00234 0.136
H 2.94025 -2.70696 -2.04362 0.124
H 3.64141 -0.10345 -1.64564 0.108
H 2.52546 0.95717 -0.79155 0.045
H 2.21544 0.53551 -2.47727 0.089
H -2.00699 -3.90577 -2.29576 0.126
H -1.73318 -6.60784 -2.21529 0.109
H -1.52836 -8.28258 0.11244 0.081
H -1.10059 -7.46227 1.62179 0.078
H 0.12842 -7.75651 0.39226 0.082
O -2.39837 3.09205 2.91732 -0.199
Cl -1.69040 2.83700 1.73437 0.773
O -1.76553 3.87411 0.78780 -0.210
O -0.28968 2.43140 2.00463 -0.390
O -2.15809 1.53740 1.11207 -0.439
C 1.80715 0.32433 3.90837 0.048
C 2.37150 0.42009 2.50026 -0.315
O 1.32595 0.59506 1.57232 -0.250
C 3.10380 -0.89348 2.13802 -0.559
F 3.94512 -1.25092 3.10473 0.193
F 2.19341 -1.86715 1.98940 0.171
F 3.79065 -0.79744 0.99769 0.184
C 3.29227 1.65849 2.38188 -0.567
F 4.37448 1.49300 3.14262 0.194
F 2.63998 2.74420 2.79732 0.187
F 3.68987 1.87838 1.12735 0.178
H 1.18118 -0.56316 3.98785 0.103
H 1.22065 1.21480 4.11967 0.097
H 2.61918 0.25203 4.62865 0.117
C 0.92029 5.30437 -1.40307 0.003
C 1.26535 3.85970 -1.71852 -0.427
C 2.77239 3.71881 -1.85905 0.002
O 0.86520 3.06071 -0.56120 0.064
B 0.16614 1.97630 -0.99465 -0.682
O -0.02890 1.94115 -2.33795 0.086
C 0.43623 3.22062 -2.89543 -0.425
C -0.80206 4.02140 -3.26811 -0.008
C 1.23626 2.91267 -4.14661 0.000
H 1.50396 5.62519 -0.54079 0.101
H -0.13299 5.42849 -1.16339 0.085
H 1.17193 5.95296 -2.24329 0.103
H 3.24463 4.06466 -0.93985 0.100
H 3.14156 4.32856 -2.68373 0.103
H 3.07761 2.68844 -2.03183 0.071
H -1.44583 4.19503 -2.40699 0.090
H -1.36969 3.47580 -4.02189 0.097
H -0.52466 4.98674 -3.69035 0.100
H 2.09753 2.28002 -3.94319 0.077
H 1.59018 3.83580 -4.60761 0.105
H 0.59483 2.40069 -4.86350 0.100
```

(2)
The following is a quantum chemistry calculation of a structure of composition C26H35B2ClF6N8O7W, from OMol25.

Output
Charge = +1
F_max = 0.9 eV/Å
Energy relative to the best compared isomer or geometry (same formula, charge and spin) = 1.387 eV
HOMO-LUMO gap (spin up / spin down) = 7.4 / 8.8 eV
E_LUMO (spin up / spin down) = -3.5201 / -3.2490 eV
Total energy = -3152.45449 Ha
2S+1 = 4

Structure (XYZ):
```
86
Properties=species:S:1:pos:R:3:lowdin_charge:R:1
W -0.31411 1.91271 -0.29040 1.841
C -1.78442 -0.76443 -2.90237 0.023
C -0.49771 -0.98824 -2.20203 -0.201
C 0.58543 -1.65178 -2.68329 0.052
C 1.55460 -1.61090 -1.67493 0.034
N 1.08343 -0.99978 -0.62420 0.098
N -0.23183 -0.57055 -0.85839 0.081
B 1.92556 -0.43336 0.55950 -0.665
N 2.59130 0.85410 0.03625 0.031
C 3.87469 1.10085 -0.23304 -0.021
C 3.99703 2.41767 -0.61767 0.018
C 2.71254 2.94471 -0.58586 -0.284
C 2.39059 4.38108 -0.81500 -0.016
N 1.84384 1.96791 -0.21693 -0.034
N 0.98837 -0.07233 1.72482 0.038
C 1.10028 -0.52236 2.97893 -0.010
C 0.12068 0.06947 3.74107 0.006
C -0.60307 0.88167 2.87061 -0.286
C -1.83107 1.63734 3.24309 -0.007
N -0.06027 0.80655 1.63599 -0.021
N 2.96154 -1.43705 0.98050 -0.021
C 3.99835 -1.27906 1.84931 -0.096
C 4.46394 -2.52261 2.17370 -0.004
C 3.64018 -3.41859 1.44937 -0.336
C 3.71369 -4.90989 1.40644 -0.026
N 2.73349 -2.76208 0.75048 0.136
H -1.84800 -1.44898 -3.74518 0.110
H -1.82918 0.26178 -3.27115 0.072
H -2.64103 -0.89653 -2.24885 0.081
H 0.68717 -2.08860 -3.66098 0.138
H 2.56732 -1.98253 -1.68208 0.153
H 4.61952 0.33138 -0.12697 0.132
H 4.89763 2.94409 -0.87999 0.123
H 3.17346 4.81606 -1.43365 0.098
H 2.38589 4.90393 0.14262 0.099
H 1.42555 4.52667 -1.28215 0.048
H 1.85801 -1.24309 3.23786 0.135
H -0.07816 -0.08095 4.78793 0.124
H -2.14159 1.31441 4.23522 0.095
H -2.64123 1.45076 2.54076 0.080
H -1.66002 2.71023 3.28357 0.065
H 4.30775 -0.30452 2.19174 0.131
H 5.28538 -2.76128 2.82721 0.110
H 4.43079 -5.28128 2.13559 0.079
H 4.02331 -5.25481 0.41989 0.081
H 2.74086 -5.35016 1.62216 0.077
O -1.58738 4.73328 2.18706 -0.219
Cl -1.42295 4.24298 0.88163 0.765
O -1.78170 5.15476 -0.12208 -0.206
O -2.09961 2.93142 0.68111 -0.397
O 0.01011 3.79204 0.68595 -0.427
C -0.15798 4.64713 -3.66057 0.040
C -0.24537 3.17435 -3.25259 -0.443
O -0.06003 3.06589 -1.88486 -0.311
C 0.88289 2.38766 -3.93727 -0.555
F 0.84693 1.08500 -3.56990 0.137
F 0.83367 2.42654 -5.26737 0.181
F 2.08007 2.85630 -3.55920 0.165
C -1.60218 2.62381 -3.67785 -0.271
F -2.61594 3.21285 -3.06552 0.140
F -1.81804 2.60381 -4.99182 0.132
F -1.86879 1.35376 -1.21147 -0.365
H 0.82801 5.04094 -3.41953 0.093
H -0.90796 5.19980 -3.09815 0.103
H -0.34050 4.76865 -4.72752 0.106
C -2.18181 -4.44653 0.93886 0.005
C -2.05152 -2.98402 1.30800 -0.410
C -1.80276 -2.83625 2.79456 0.004
O -0.85579 -2.45787 0.61799 0.194
B -1.22023 -1.27796 0.08552 -0.753
O -2.48988 -0.87790 0.25673 0.162
C -3.20771 -2.06575 0.76326 -0.411
C -3.93813 -2.65329 -0.43225 -0.002
C -4.19262 -1.59660 1.81099 0.009
H -1.33182 -4.99550 1.34280 0.100
H -2.20503 -4.59783 -0.13756 0.091
H -3.09202 -4.86343 1.37253 0.106
H -0.86655 -3.33520 3.04281 0.104
H -2.60546 -3.29828 3.37021 0.105
H -1.71759 -1.79230 3.08439 0.073
H -3.24401 -2.96628 -1.21413 0.093
H -4.60422 -1.89596 -0.84553 0.105
H -4.53624 -3.51591 -0.14255 0.103
H -3.70256 -1.04661 2.61157 0.082
H -4.71560 -2.45051 2.24472 0.107
H -4.93215 -0.94466 1.34749 0.104
```

(3)
The following is a quantum chemistry calculation of a structure of composition C26H35FN3S4Y in a non-equilibrium geometry, from OMol25.

Output
F_max = 1.8 eV/Å
Energy relative to the best compared isomer or geometry (same formula, charge and spin) = 2.832 eV
HOMO-LUMO gap = 6.2 eV
E_LUMO = 0.0771 eV
Total energy = -2906.93281 Ha
2S+1 = 1

Structure (XYZ):
```
70
Properties=species:S:1:pos:R:3:lowdin_charge:R:1
Y 0.97203 0.69594 0.26938 1.169
C -0.56654 -2.40599 2.13228 -0.517
C -0.41438 -3.10539 0.78889 -0.520
S 0.87826 -2.34019 -0.21121 0.852
C 0.30077 -2.59012 -1.91077 -0.515
C -0.74088 -1.62857 -2.45810 -0.530
S -2.41867 -2.12814 -1.99027 0.874
C -3.34081 -0.72612 -2.64968 -0.530
C -4.02448 0.17244 -1.62367 -0.522
S -2.94744 1.00218 -0.43299 0.860
C -3.52897 0.32641 1.13206 -0.548
C -2.89071 -0.98859 1.56510 -0.517
S -1.17461 -0.71507 2.02411 0.825
H 0.39208 -2.34415 2.64822 0.051
H -1.23667 -2.97632 2.77772 0.089
H -1.34923 -3.07186 0.23185 0.022
H -0.15086 -4.15066 0.95614 0.086
H -0.00767 -3.63549 -1.99073 0.079
H 1.21065 -2.48954 -2.50300 0.075
H -0.67483 -1.64076 -3.54825 0.090
H -0.52991 -0.61132 -2.11613 0.017
H -4.11244 -1.12801 -3.30771 0.072
H -2.66646 -0.14369 -3.28006 0.066
H -4.78395 -0.38769 -1.07367 0.076
H -4.54789 0.96480 -2.16254 0.073
H -4.61124 0.19789 1.07630 0.079
H -3.35614 1.10525 1.87908 0.062
H -2.93305 -1.70713 0.74482 0.037
H -3.40047 -1.39523 2.44029 0.086
N -0.66968 2.75338 2.52363 -0.005
C -1.30249 3.91733 2.74220 -0.086
C -1.47940 4.51730 1.51625 -0.048
C -0.90670 3.62341 0.59613 -0.148
N -0.42176 2.55538 1.21741 -0.078
H -0.34639 2.06924 3.18955 0.128
H -1.57059 4.22679 3.73883 0.121
H -1.95392 5.46141 1.31392 0.099
H -0.83529 3.68012 -0.47996 0.106
C 3.37703 0.50806 -2.33377 -0.076
C 2.48816 1.25757 -3.28315 -0.242
C 2.97926 1.72829 -4.49306 -0.078
C 2.16970 2.45678 -5.35729 -0.119
C 0.85749 2.70242 -4.97722 -0.082
C 0.33771 2.23678 -3.77244 -0.237
C -1.10243 2.51519 -3.41785 -0.073
C 1.14866 1.49737 -2.89016 -0.343
N 0.73066 1.00848 -1.66067 -0.264
H 4.39074 0.38835 -2.72229 0.075
H 2.98276 -0.48633 -2.09520 0.057
H 3.48239 1.03899 -1.37596 0.058
H 4.01400 1.52950 -4.75463 0.099
H 2.55316 2.82481 -6.29970 0.087
H 0.20718 3.26943 -5.63771 0.103
H -1.78671 2.07938 -4.15299 0.072
H -1.32100 3.58762 -3.39214 0.076
H -1.33567 2.09551 -2.43751 0.003
F 6.45297 -2.91445 2.52090 0.033
C 5.44110 -2.00969 2.50947 -0.304
C 4.23388 -2.33827 3.07961 -0.022
C 3.20582 -1.40004 3.06018 -0.074
C 3.34611 -0.13105 2.48114 -0.366
C 2.22539 0.82904 2.37876 -0.288
C 4.60452 0.14382 1.91966 -0.065
C 5.64483 -0.77548 1.93142 -0.020
H 4.10532 -3.31074 3.53755 0.114
H 2.26580 -1.65041 3.54152 0.090
H 2.57710 1.85534 2.54454 0.028
H 1.47692 0.62534 3.16272 0.007
H 4.76904 1.11062 1.45421 0.107
H 6.60613 -0.54368 1.49158 0.115
```